No. 1
11
Properties=species:S:1:pos:R:3 method="wB97M-V/def2-TZVPD" total_charge=-1 homo_energy_ev=-5.6 spin_multiplicity=1 e_lumo_ev=3.8
C 0.2101 -1.2293 0.7634
N -1.1825 -1.0693 0.3825
N 1.0500 -0.3271 0.3105
O -0.5054 1.7132 0.5551
O 0.4507 -2.2127 1.4366
O 1.9098 1.8208 -0.3101
O 0.0819 1.1599 -1.8226
S 0.6320 1.1368 -0.1772
H -1.3399 -0.2044 -0.1122
H -1.8353 -1.1839 1.1270
H 0.5286 0.3959 -2.1530

***

No. 2
8
Properties=species:S:1:pos:R:3 method="wB97M-V/def2-TZVPD" homo_energy_ev=-9.7 spin_multiplicity=1 e_lumo_ev=-0.4
C 0.3194 0.2541 -0.0921
N -0.7866 -0.0961 0.4288
N -2.9172 -1.4742 -0.1500
O -2.9378 1.4059 0.0460
P -2.7854 -0.0136 -0.0060
H 0.2905 1.1667 -0.5145
H 1.2031 -0.2608 -0.1119
H -0.6577 -1.0381 0.8906

***

No. 3
8
Properties=species:S:1:pos:R:3 method="wB97M-V/def2-TZVPD" total_charge=-1 homo_energy_ev="-3.0 / -2.9" spin_multiplicity=1 e_lumo_ev="3.7 / 3.7"
C 0.3406 -0.3696 1.2206
N 1.0672 -0.0914 0.2116
N 0.7022 0.0590 -0.9786
O -1.5806 0.3780 -0.6830
S 1.1086 1.0893 -2.1087
H -1.6005 -0.3319 -1.2038
H -0.7345 -0.3066 1.3165
H 0.6970 -0.4269 2.2253

***

No. 4
7
Properties=species:S:1:pos:R:3 method="wB97M-V/def2-TZVPD" homo_energy_ev=-10.0 spin_multiplicity=1 e_lumo_ev=0.5
C -2.3614 -0.0187 -0.0347
N -3.3229 0.6183 -0.0066
N 0.1382 0.3936 -0.2224
P -0.8580 -0.9614 -0.0798
H 0.7417 0.4173 -1.1336
H -0.3450 1.3818 -0.3993
H -1.0017 -0.9626 1.3719

***

No. 5
7
Properties=species:S:1:pos:R:3 method="wB97M-V/def2-TZVPD" total_charge=+1 homo_energy_ev="-14.7 / -14.7" spin_multiplicity=1 e_lumo_ev="-6.4 / -6.3"
C -0.1536 -0.7564 -0.0525
N -1.0773 1.2248 0.0283
N 1.0640 -0.8101 0.1455
S -1.6863 -0.1849 0.0837
H -1.5371 1.9488 -0.3242
H 1.6934 -0.4102 0.7683
H 1.6969 -1.0121 -0.6490

***

No. 6
8
Properties=species:S:1:pos:R:3 method="wB97M-V/def2-TZVPD" homo_energy_ev=-9.7 spin_multiplicity=1 e_lumo_ev=0.3
C 1.3376 1.1468 0.4664
N 1.5898 0.7400 -0.6273
N -1.8084 -0.5959 -0.1729
N -0.9420 -1.4821 0.2060
O 1.2648 1.3965 1.5827
H 1.3172 1.1487 -1.5240
H -1.9790 -0.8079 -1.1408
H -0.7801 -1.5460 1.2100

***

No. 7
9
Properties=species:S:1:pos:R:3 method="wB97M-V/def2-TZVPD" homo_energy_ev=-10.5 spin_multiplicity=1 e_lumo_ev=-0.5
C -0.0089 0.6672 -0.5127
N -1.8236 -0.3860 0.7436
N 1.3099 0.4740 -0.5260
N -0.6131 -0.2937 0.5181
O -0.7441 1.3480 -1.1197
O 0.3527 -1.0915 1.0527
H -1.9119 -1.1314 1.4034
H 1.7151 -0.3087 -0.1133
H 1.7240 0.7221 -1.4460

***

No. 8
11
Properties=species:S:1:pos:R:3 method="wB97M-V/def2-TZVPD" homo_energy_ev=-9.2 spin_multiplicity=1 e_lumo_ev=-2.2
C 0.6284 -0.5328 -0.2159
N -0.7697 1.9991 0.5516
N 1.9172 -0.8583 -0.4448
N -0.3183 -1.2802 -0.8475
O 0.4527 0.4440 0.5650
O -1.3005 1.8998 -0.5230
S -2.2426 -0.4639 1.2343
S -1.8383 -0.7931 -0.6233
H 2.6059 -0.2760 0.0039
H 2.1968 -1.6275 -1.0238
H -1.3316 1.4889 1.3236

***

No. 9
10
Properties=species:S:1:pos:R:3 method="wB97M-V/def2-TZVPD" homo_energy_ev="-9.2 / -9.9" spin_multiplicity=1 e_lumo_ev="-1.1 / -1.3"
C 0.4227 1.1672 -0.3005
N 0.9136 -0.9871 0.1498
N 0.7431 -0.0878 -0.8039
N -1.6627 -0.2133 0.0370
O -2.5992 0.3949 -0.4253
O 0.4549 1.5332 0.8677
O -1.3877 -1.0804 0.8220
H 0.2762 1.8792 -1.2007
H 1.4626 -1.8700 -0.1386
H 1.3764 -0.7359 0.9925

***

No. 10
10
Properties=species:S:1:pos:R:3 method="wB97M-V/def2-TZVPD" homo_energy_ev="-9.5 / -9.5" spin_multiplicity=1 e_lumo_ev="-0.1 / -0.1"
C 0.5706 0.2486 -0.1434
N 1.5818 -0.4330 0.4073
O -0.3734 -1.7463 -0.3787
O -2.2052 1.0961 -0.0489
N -0.7322 -0.5862 -0.0453
N -1.9222 -0.2141 -0.1567
O 0.5169 1.4047 -0.4489
H -1.3911 1.6449 -0.1091
H 2.4806 0.0259 0.4698
H 1.4742 -1.4408 0.4539

***

No. 11
10
Properties=species:S:1:pos:R:3 method="wB97M-V/def2-TZVPD" homo_energy_ev="-7.1 / -10.9" spin_multiplicity=3 s_squared=2.007 e_lumo_ev="0.7 / -2.6"
C -1.6445 -0.2016 0.0860
N 2.0143 0.1139 -0.1369
N 2.6834 0.0490 1.1935
N 3.3527 -0.0854 0.1845
O -1.3423 1.0035 -0.4116
O 4.3734 -0.2162 -0.4040
O -0.7508 -0.9824 0.4196
H -2.6330 -0.3912 0.3179
H 1.3878 -0.7394 -0.3127
H -0.3499 0.9863 -0.5273

***

No. 12
9
Properties=species:S:1:pos:R:3 method="wB97M-V/def2-TZVPD" homo_energy_ev=-9.4 spin_multiplicity=1 e_lumo_ev=-1.3
C -0.7222 0.4493 0.0008
N 1.1917 -0.4749 -1.1633
N 1.7965 0.0204 0.4266
N -0.0751 -0.4022 -1.0922
O 0.1661 -0.8640 2.0853
S 0.6367 0.3568 1.4323
H -0.6094 1.4754 -0.3221
H -1.6168 0.0812 0.4544
H -0.7676 -0.6421 -1.8218

***

No. 13
9
Properties=species:S:1:pos:R:3 method="wB97M-V/def2-TZVPD" homo_energy_ev="-7.5 / -7.5" spin_multiplicity=1 e_lumo_ev="-1.3 / -1.3"
C -0.1774 -0.5692 2.0615
N 0.2365 0.6000 1.7197
N -0.0709 0.1069 -0.7956
N -0.1269 0.3464 -2.1104
S -0.3881 -1.8547 1.0352
S 0.4764 1.1882 0.2186
H -0.3190 -0.5097 3.2274
H -0.1497 -0.4537 -2.8385
H 0.5191 1.1459 -2.5179

***

No. 14
9
Properties=species:S:1:pos:R:3 method="wB97M-V/def2-TZVPD" total_charge=-1 homo_energy_ev="-3.3 / -3.4" spin_multiplicity=1 e_lumo_ev="4.7 / 4.7"
C 1.0441 -1.2901 -0.8910
N 2.1433 -1.6855 -0.9180
N -0.7693 1.2464 0.7871
N 0.2545 0.5594 1.2295
N -0.2425 -1.1540 -0.6428
O -0.9700 -0.2622 -1.2428
H -1.5725 0.8325 1.2881
H -1.0198 0.9828 -0.2443
H 1.1322 0.7707 0.6344

***

No. 15
9
Properties=species:S:1:pos:R:3 method="wB97M-V/def2-TZVPD" total_charge=-1 homo_energy_ev="-2.8 / -4.7" spin_multiplicity=3 s_squared=2.010 e_lumo_ev="4.8 / 2.9"
C -1.0364 -1.0847 1.0101
N -0.4690 -1.4528 1.9679
N 1.1159 0.6243 0.0968
N 0.5054 -0.0637 -1.0646
N -0.8899 -0.0139 -1.0120
O -1.3929 1.1544 -0.8087
H 0.5468 0.2038 0.8673
H 0.7859 1.6261 -0.1347
H 0.8342 -0.9935 -0.9221

***

No. 16
9
Properties=species:S:1:pos:R:3 method="wB97M-V/def2-TZVPD" total_charge=+1 homo_energy_ev="-14.9 / -14.9" spin_multiplicity=1 e_lumo_ev="-6.4 / -6.4"
C -0.3642 0.2217 0.2472
N 0.9611 -1.4615 -0.3328
N -0.0946 -0.9799 0.3046
N 0.7304 0.7141 -1.3235
N -0.8757 1.1437 0.9373
O 1.1943 -0.3187 -1.4849
H 0.7962 -2.4203 -0.6950
H -1.4642 1.0155 1.7689
H -0.8833 2.0854 0.5782

***

No. 17
9
Properties=species:S:1:pos:R:3 method="wB97M-V/def2-TZVPD" total_charge=+1 homo_energy_ev="-11.7 / -16.3" spin_multiplicity=3 s_squared=2.019 e_lumo_ev="-4.1 / -8.7"
C 3.8486 -1.8454 -1.3707
N 2.7001 -1.4619 -1.3802
N 1.8805 -0.6341 -1.7688
N 0.8625 -0.1643 -1.8362
N -0.1516 -0.1898 -0.0635
O 4.7713 -2.4916 -1.2059
H -0.0865 -1.1175 0.2670
H -1.1400 0.1550 -0.2429
H 0.3509 0.4270 0.4419

***

No. 18
9
Properties=species:S:1:pos:R:3 method="wB97M-V/def2-TZVPD" homo_energy_ev=-9.4 spin_multiplicity=1 e_lumo_ev=0.3
C 0.5852 0.5868 0.3150
H 1.7813 0.0386 1.7617
H -1.6416 -1.0351 -1.1577
H -0.5114 -1.0378 0.8922
N 1.3792 0.8263 1.2177
N -0.0877 1.3359 -0.6413
N -0.8527 0.6601 -1.3830
N -0.8258 -0.5743 -1.0297
N 0.1736 -0.8003 0.0251

***

No. 19
10
Properties=species:S:1:pos:R:3 method="wB97M-V/def2-TZVPD" homo_energy_ev=-8.8 spin_multiplicity=1 e_lumo_ev=-0.6
C 0.0022 0.2532 -0.1671
H -2.5999 0.4979 -1.6020
H -0.7991 -0.8038 1.9066
H 1.7883 -0.0307 -1.2920
N -0.8041 -0.1272 -1.2013
N -0.0959 0.3067 1.2453
N 1.3101 -0.1264 1.5725
N 2.0193 -0.0544 0.5718
N 1.2961 0.3838 -0.4425
O -2.1170 -0.2992 -0.5912

***

No. 20
10
Properties=species:S:1:pos:R:3 method="wB97M-V/def2-TZVPD" homo_energy_ev=-9.5 spin_multiplicity=1 e_lumo_ev=0.4
C -0.9120 0.4820 -0.0486
H 2.0825 -0.1719 -0.6550
H 1.8189 -0.3484 1.1295
H 0.0039 2.0207 -0.0606
N 1.5589 -0.0449 0.1434
N 0.2380 -0.3459 -0.3411
N -0.3028 -1.5794 -0.2241
N -1.4830 -1.5199 0.0677
N -1.1149 1.7678 -0.1093
O -1.8896 -0.2601 0.0980